Record 1
A 12-piece molecular cluster, C38H107N7O12 overall, computed with ωB97M-V/def2-TZVPD.

Calculated values
**Calculated total energy**: -2798.0247 a.u.
**M**: 854.31 Da
**F_max**: 1.9 eV Å⁻¹
**SMILES string**: COC[C@H](C)N.COC[C@H](C)N.COC[C@H](C)N.COC[C@H](C)N.COC[C@H](C)N.COC[C@H](C)N.COC[C@H](C)N.CCO.CCO.CCO.CCO.CCO
**Relative energy (zero: lowest compared OMol25 entry of this formula, charge and spin)**: 0.0 kJ/mol
**HOMO energy**: -8.9 eV

Last column: Löwdin charge in e.
Atoms and positions in Å:
C 21.0128 13.3587 24.5647  -0.36
C 16.4460 14.0080 18.3443  -0.21
C 19.3771 6.4087 20.2356  -0.04
H 18.0004 16.3350 16.6700  0.09
H 17.4318 11.5779 26.1184  0.08
H 14.6528 12.4140 27.0794  0.13
C 17.7386 7.5813 23.8084  -0.07
H 18.6009 15.4177 18.0483  0.07
H 15.0981 9.3762 30.0052  0.09
H 18.0425 12.5235 21.5089  0.07
H 13.1050 3.6253 22.9376  0.08
H 16.1078 10.4532 30.9217  0.09
H 13.8012 9.9642 16.0043  0.08
H 22.5381 16.1404 22.1163  0.10
H 11.8885 15.9480 23.9943  0.13
H 12.5012 7.0326 27.8010  0.08
C 17.7352 6.9813 16.3553  -0.11
H 12.3074 10.7271 28.3873  0.07
H 17.2289 13.2422 28.1374  0.07
H 18.1771 10.0601 21.9748  0.06
H 17.8413 12.1011 23.2348  0.10
C 15.3834 9.5505 17.4280  -0.41
C 13.4560 10.4244 23.8106  -0.07
C 17.9431 15.3676 17.1686  -0.11
H 14.3673 13.7380 17.9106  0.14
N 11.9796 18.5282 24.5190  0.02
H 12.7604 7.2832 26.0717  0.04
H 20.1060 12.5234 26.3352  0.06
C 17.2496 10.6051 21.7668  -0.07
H 14.7911 9.0266 18.1806  0.12
H 12.6732 5.3870 24.5762  0.07
C 20.1171 11.8788 19.3471  -0.07
H 21.5576 15.2844 20.0472  0.11
C 11.8296 17.1237 26.5037  -0.06
H 13.4014 16.6431 23.4803  0.12
C 19.8302 7.8174 19.9206  -0.41
H 11.7800 6.7370 21.3712  0.13
N 16.3551 10.3360 18.2183  0.06
H 21.8463 12.1318 26.1037  0.07
H 16.7003 9.2145 15.7983  0.13
H 14.0260 9.9211 23.0296  0.07
H 17.1477 10.6116 20.6829  0.03
O 13.5381 6.6040 20.3771  -0.17
H 15.8365 6.5973 23.9889  0.10
O 15.8852 8.1287 25.2739  -0.10
H 17.1462 13.9808 19.1934  0.12
H 20.0649 13.4104 24.0074  0.09
H 12.2487 16.2854 27.0568  0.07
C 12.6672 17.4780 25.2855  -0.45
H 14.7235 13.6758 24.6950  0.06
H 19.1843 14.7973 20.2771  0.06
H 18.2863 14.5842 16.4822  0.08
H 16.8338 11.0005 28.6932  0.14
O 22.1724 13.1796 23.8084  -0.08
H 19.5764 10.4715 16.4922  0.10
H 10.8231 16.8683 26.1645  0.08
H 17.1585 10.5761 17.6344  0.06
H 12.8882 11.0741 26.2920  0.12
H 14.2463 5.7176 22.8316  0.11
H 12.6127 18.9414 23.8409  0.07
H 16.4369 10.0550 22.2386  0.05
H 11.7044 19.2832 25.1376  0.07
H 15.7872 8.1677 23.1422  0.08
H 15.3449 8.0321 15.9085  0.13
C 22.8421 7.7643 20.1106  -0.10
H 18.7136 5.9749 19.4759  0.08
H 15.0149 8.5809 25.2144  0.04
O 19.3963 10.6831 17.4144  -0.12
C 15.0046 13.8932 18.7925  -0.41
H 20.7213 16.5985 20.9311  0.12
H 15.9384 10.8163 25.5997  0.07
H 14.2932 10.4829 31.1342  0.09
O 13.5890 15.2830 25.0366  -0.17
N 18.6424 8.6123 19.5165  0.06
H 13.9513 11.1421 17.3404  0.06
H 22.9742 8.8235 19.8668  0.09
H 17.9792 7.1743 22.8187  0.05
H 19.0884 12.1084 19.6375  0.06
H 18.1533 8.0854 18.7728  0.05
H 11.2630 7.7489 26.8255  0.09
H 13.9023 11.4051 24.0033  0.07
H 14.0030 12.3442 19.7930  0.09
H 20.1603 5.6738 20.4136  0.08
O 16.9100 7.7147 17.2041  -0.22
C 17.3915 12.0403 22.2479  -0.31
H 20.5858 11.3211 25.1484  0.07
H 20.4394 10.9579 19.8289  0.08
C 16.0897 8.6018 16.4769  -0.20
C 14.4576 15.0754 19.5563  -0.06
C 12.8915 9.1345 27.2193  -0.44
C 14.7908 7.2500 20.3373  -0.09
H 14.5775 14.7532 23.3051  0.08
H 20.7413 12.6858 19.7362  0.06
C 12.7977 4.3417 22.1776  -0.05
C 12.3506 7.7336 26.9779  -0.05
N 12.4856 6.1106 23.8886  0.05
H 16.6683 13.1204 17.7322  0.12
H 15.3929 11.8935 19.1491  0.04
H 18.1952 8.5678 23.8520  0.07
O 14.9669 11.3477 29.4418  -0.19
H 14.9741 15.2678 20.5009  0.08
H 15.4797 10.1028 27.9121  0.10
H 22.3566 7.6924 21.0915  0.09
H 12.3995 9.3390 29.2680  0.07
H 15.7977 12.6780 21.3914  0.03
C 12.8671 16.2809 24.3801  -0.25
H 20.4540 7.3864 17.9140  0.12
H 14.7436 8.2298 20.8221  0.08
H 13.9488 8.9500 27.4644  0.12
H 21.1112 8.8466 18.4781  0.11
C 12.8616 6.8081 21.5820  -0.23
H 15.1447 7.2870 19.3133  0.07
H 13.6557 17.8427 25.5997  0.14
H 21.0481 14.3161 25.1120  0.11
C 13.1602 5.7460 22.6192  -0.45
H 11.7125 4.2740 22.0478  0.08
C 15.1230 10.3901 30.4424  -0.13
C 16.3560 11.7424 26.0085  -0.06
H 11.7739 17.9703 27.1937  0.07
H 21.3044 11.5190 17.6325  0.11
C 20.8793 12.2656 25.6161  -0.09
C 15.7973 11.0662 28.3260  -0.21
N 16.3026 13.4302 27.7599  0.05
C 15.6956 12.1634 27.2993  -0.43
H 14.5053 16.0104 18.9929  0.08
N 14.9554 12.6900 19.6654  0.03
H 22.2486 13.9524 23.2172  0.04
H 20.2025 8.3283 20.8148  0.13
O 16.6030 15.1798 17.5698  -0.17
H 12.4307 10.5585 23.4425  0.10
H 18.0635 6.0966 16.9015  0.09
H 18.9675 9.4359 18.9854  0.03
H 20.1119 13.6230 21.1994  0.04
H 16.2374 12.4881 25.2210  0.05
C 14.0314 14.2960 24.1351  -0.10
H 19.2558 14.9627 22.0248  0.09
C 16.2332 7.6230 23.9829  -0.32
C 19.8338 14.6759 21.1480  -0.09
H 18.6191 7.5668 16.0856  0.09
C 12.6963 10.0243 26.0212  -0.18
N 12.2014 9.7216 28.3602  0.06
H 13.2638 4.1453 21.2154  0.08
H 18.1748 6.8887 24.5284  0.08
C 20.2525 11.7554 17.8486  -0.27
O 21.9145 15.4092 22.1048  -0.08
O 13.5019 9.5804 24.9458  -0.23
H 13.1818 13.7428 23.7231  0.09
H 12.8728 6.9727 24.2599  0.03
H 11.6357 9.9648 25.7287  0.14
H 20.0239 12.6570 17.2741  0.10
H 15.0929 11.1416 15.9733  0.08
C 21.0476 15.5550 20.9775  -0.28
H 15.4822 6.6283 20.9215  0.09
H 12.8987 7.8282 21.9990  0.12
H 15.7468 13.7861 28.5337  0.07
H 13.4038 14.9009 19.7914  0.08
O 22.0596 7.1236 19.1282  -0.17
H 18.7270 6.4491 21.1179  0.05
H 17.2099 6.6218 15.4676  0.09
H 23.7806 7.2237 20.1666  0.09
H 16.7682 9.6911 18.8972  0.04
C 14.4979 10.5146 16.6431  -0.05
C 20.8906 7.8176 18.8240  -0.23
O 16.1390 12.6717 22.3156  -0.11

=====

Record 2
C38H15F16GeHfN5S as an isolated structure, computed with ωB97M-V/def2-TZVPD.

Calculated values
**Calculated total energy**: -5851.3386 a.u.
**M**: 1128.71 Da
**F_max**: 1.4 eV Å⁻¹
**Total charge**: +2
**Relative energy (zero: lowest compared OMol25 entry of this formula, charge and spin)**: 86.4 kJ/mol
**HOMO energy**: -13.7 eV

Last column: Löwdin charge in e.
Atoms and positions in Å:
H 0.8926 1.8468 4.9643  0.19
C -1.5083 -0.4206 4.9426  -0.08
C 1.2880 0.1810 -4.3481  -0.21
C 5.2357 -0.9394 -1.7031  -0.11
C 3.7260 4.4415 0.1044  -0.13
N -0.9037 -3.0747 -0.5225  0.00
C -1.9309 -3.5740 1.5719  0.01
C -1.8720 0.5281 7.5304  -0.02
C -3.1530 0.9200 0.6940  -0.16
F 4.3414 4.6192 1.2691  0.14
C -0.5285 -3.4447 -1.7493  -0.08
F 1.6667 3.8340 -3.4018  0.11
C 2.8673 5.3076 -1.9843  -0.12
F 3.4420 -3.4439 0.2427  0.13
F 1.2870 -0.6637 -6.5465  0.15
Ge 1.5787 1.2525 -1.5742  0.78
C 4.9919 -2.1197 -0.9907  -0.11
C 2.4958 2.9885 -1.3991  -0.16
H 1.2573 1.0921 2.7825  0.12
H -3.1685 -1.3625 -1.8212  0.09
C 0.7627 0.1411 -5.6345  -0.13
F 2.3083 -0.6259 -4.0102  0.09
C 2.9564 -0.1874 -1.2896  -0.14
H -2.0006 0.8742 8.5440  0.13
C -0.3405 0.9363 -5.9474  -0.11
H -1.8304 -6.5537 -1.9668  0.13
C -0.6977 0.6188 5.4475  -0.15
N -0.2201 -0.3373 2.8538  0.02
H -5.1080 -0.0018 -2.4934  0.13
C 3.5638 5.5036 -0.7893  -0.11
F 6.4217 -0.7394 -2.2448  0.17
C -4.5519 0.2366 -1.6011  0.01
N -1.5383 -2.4061 1.9686  -0.14
C -0.9046 1.7608 -4.9693  -0.13
C -3.4519 -0.5092 -1.2085  -0.12
C 2.3473 4.0482 -2.2727  -0.20
Hf -0.7899 -0.9316 0.5432  1.55
C -4.2488 1.6772 0.3175  0.02
H -3.4671 -0.9052 7.6585  0.12
C -2.6955 -0.4858 7.0321  -0.02
F 3.2996 2.1587 0.6264  0.05
C 4.2158 -0.0001 -1.8376  -0.22
C 3.7325 -2.3310 -0.4291  -0.13
F 5.9386 -3.0283 -0.8552  0.17
H 0.0498 -2.7225 -2.3168  0.13
F 2.6756 6.3189 -2.8133  0.16
C 0.7544 0.9982 -3.3695  -0.13
C -2.7233 -0.1941 -0.0521  -0.36
C -2.5170 -0.9593 5.7509  0.02
F -1.9691 2.4955 -5.2474  0.15
F -0.8734 0.8827 -7.1533  0.17
C -1.5929 -3.9778 0.2248  -0.24
C -1.5632 -5.5920 -1.5565  0.01
C -0.3423 1.7771 -3.6982  -0.24
H -0.4886 -4.9180 -3.3005  0.13
C 2.7614 -1.3559 -0.5917  -0.16
H -4.5685 2.5394 0.8828  0.13
C -1.2185 -0.9205 3.6271  -0.27
C -0.8247 -4.6811 -2.3035  0.01
F 4.0493 6.6935 -0.4867  0.17
H -2.6051 1.2130 1.5945  0.09
F -0.8632 2.5340 -2.7229  0.08
C -1.9426 -5.2381 -0.2717  0.04
H -2.4877 -4.2422 2.2216  0.16
S 0.2386 1.2915 0.1506  0.33
N -1.8575 -1.9785 3.2011  0.08
C 0.4751 0.6419 3.3871  -0.12
C -0.8851 1.0887 6.7423  0.02
H -2.4981 -5.9204 0.3517  0.13
F 1.4951 -1.6047 -0.0151  -0.10
F -5.9706 2.0639 -1.2240  0.11
H -0.2581 1.8761 7.1267  0.13
N 0.2905 1.1097 4.6110  0.17
F 4.4160 1.1181 -2.5323  0.12
C 3.1909 3.2059 -0.2240  -0.23
H -3.1212 -1.7524 5.3427  0.12
C -4.9328 1.3289 -0.8386  -0.26